1.
The following is a quantum chemistry calculation of a structure of composition C21H30AsGeN2S2V in a non-equilibrium geometry, from the Open Molecules 2025 dataset.

As for the frontier orbital gap (spin up / spin down): 7.1 / 7.1 eV. As for the energy above the lowest of the compared OMol25 structures with the same formula, charge and spin: 11.37 kcal/mol. Its expectation value of S² is 0.928. The LUMO energy (spin up / spin down) is 2.49 / 2.50 eV. For the HOMO energy (spin up / spin down), the calculation gives -4.63 / -4.60 eV.

```
! wB97M-V def2-TZVPD RIJCOSX def2/J DEFGRID3
* xyz -1 2
V 0.014 -0.268 0.624
S 2.342 -0.343 0.842
C 2.703 1.294 1.244
C 3.902 1.626 1.874
C 4.165 2.927 2.297
C 5.372 3.238 2.946
N 6.374 3.492 3.450
C 3.220 3.952 2.058
C 2.052 3.637 1.368
C 1.780 2.336 0.973
S 0.296 1.975 0.168
C 3.420 5.269 2.502
N 3.533 6.357 2.863
H 4.627 0.850 2.077
H 1.340 4.420 1.151
C -3.785 -0.972 0.203
As -2.264 0.273 0.082
C -2.729 1.124 -1.629
C -2.979 1.667 1.246
H -4.728 -0.426 0.120
H -3.734 -1.472 1.170
H -3.720 -1.724 -0.585
H -3.778 1.430 -1.634
H -2.540 0.436 -2.456
H -2.088 2.001 -1.747
H -3.968 1.994 0.910
H -2.292 2.515 1.239
H -3.034 1.275 2.263
C 1.726 0.107 4.266
Ge -0.247 0.056 3.978
C -0.900 1.934 4.253
C -1.034 -1.061 5.462
C -0.632 -0.749 2.268
H 1.976 0.190 5.319
H 2.147 0.960 3.743
H 2.192 -0.787 3.859
H -0.433 2.339 5.148
H -1.979 1.977 4.388
H -0.638 2.572 3.412
H -0.944 -0.536 6.407
H -0.506 -2.009 5.537
H -2.085 -1.281 5.288
H -1.067 -1.751 2.374
C -0.245 -5.221 -1.788
C -0.091 -4.581 -0.401
C 1.247 -4.980 0.240
C -1.254 -5.031 0.498
C -0.125 -3.115 -0.474
C -0.126 -1.902 -0.421
H -0.203 -6.309 -1.714
H 0.544 -4.889 -2.461
H -1.206 -4.942 -2.220
H 1.280 -6.054 0.424
H 1.370 -4.452 1.185
H 2.077 -4.703 -0.406
H -1.225 -6.108 0.665
H -2.203 -4.774 0.030
H -1.197 -4.524 1.460
*
```

---

2.
The following is a quantum chemistry calculation of the molecule C4H7NO in a non-equilibrium geometry, from the Open Molecules 2025 dataset.

As for the frontier orbital gap: 11.5 eV. As for the energy above the lowest of the compared OMol25 structures with the same formula, charge and spin: 40.86 kcal/mol. The LUMO energy is 0.82 eV. For the HOMO energy, the calculation gives -10.67 eV.

```
! wB97M-V def2-TZVPD RIJCOSX def2/J DEFGRID3
* xyz 0 1
N -1.749 1.841 0.790
C -1.610 0.804 0.293
C -1.119 -0.554 0.085
C 0.111 -0.744 -0.803
C 1.148 0.247 -0.267
O 1.092 0.253 1.159
H -0.580 -0.501 1.070
H -1.908 -1.304 -0.062
H 0.436 -1.780 -0.636
H 0.002 -0.621 -1.889
H 2.159 -0.037 -0.561
H 0.903 1.239 -0.665
H 1.115 1.158 1.488
*
```

---

3.
The following is a quantum chemistry calculation of a structure of composition C27H42N4O5S in a non-equilibrium geometry, from the Open Molecules 2025 dataset.

As for the frontier orbital gap: 6.6 eV. As for the energy above the lowest of the compared OMol25 structures with the same formula, charge and spin: 730.76 kcal/mol. The LUMO energy is -0.88 eV. For the HOMO energy, the calculation gives -7.49 eV.

```
! wB97M-V def2-TZVPD RIJCOSX def2/J DEFGRID3
* xyz 0 1
C 4.969 1.623 0.613
H 4.857 0.691 0.247
H 4.164 1.670 1.527
H 5.922 1.946 0.823
C 4.395 2.821 -0.634
N 3.165 2.338 -0.945
C 2.277 2.967 -0.290
C 0.637 2.778 -0.636
C 0.245 1.774 -1.620
O -0.868 1.595 -1.796
C 1.350 0.877 -2.166
C 1.035 0.010 -3.256
C 2.117 -0.398 -3.841
C 3.411 -0.428 -3.383
C 3.692 0.649 -2.595
C 2.904 1.291 -1.830
H 4.916 0.904 -2.252
H 4.306 -0.914 -3.943
S 1.564 -1.913 -4.868
O 2.953 -2.248 -5.654
O 0.440 -1.575 -5.668
N 1.569 -3.422 -3.952
C 0.258 -3.330 -3.090
H -0.423 -2.968 -3.675
C -0.253 -4.709 -2.784
H -0.874 -4.638 -1.885
O 1.220 -5.007 -2.009
C 2.138 -5.291 -2.777
H 3.211 -5.642 -2.210
C 2.665 -3.749 -3.236
H 3.332 -3.865 -4.018
H 2.823 -3.103 -2.542
H 2.059 -5.854 -3.642
H -0.172 -5.175 -3.578
H 0.478 -2.522 -2.305
H -0.025 -0.224 -3.295
C -0.353 3.656 0.191
O 0.382 4.187 1.365
N -1.506 3.467 -0.081
C -2.522 3.934 0.661
C -3.298 3.118 1.533
H -3.553 2.122 0.721
C -2.543 2.325 2.439
N -2.679 0.992 2.343
C -1.891 0.233 1.347
H -1.793 1.131 0.721
C -2.282 -0.913 0.953
C -3.644 -0.684 0.303
H -3.722 -0.232 -0.686
H -4.337 -0.542 0.844
H -4.147 -1.827 -0.133
C -1.372 -1.549 -0.126
H -0.525 -1.621 0.448
H -1.101 -0.752 -0.830
H -1.561 -2.415 -0.395
H -2.349 -1.886 1.875
H -0.860 0.242 1.837
C -2.963 0.116 3.589
H -3.785 0.693 4.265
C -1.686 -0.223 4.794
C -1.161 1.124 5.052
H -0.266 0.690 5.837
H -1.870 1.668 5.633
H -0.503 1.532 4.233
C -2.249 -1.013 5.658
H -1.446 -1.349 6.303
H -2.723 -1.924 5.269
H -3.040 -0.680 6.405
H -0.967 -0.807 3.825
H -3.325 -0.908 3.649
H -3.022 2.553 3.613
H -1.529 2.655 2.553
H -4.283 3.529 1.718
H -2.373 4.664 1.330
H -3.179 4.859 -0.015
H -1.869 2.917 -0.787
H 2.273 3.609 0.369
H 5.010 2.629 -1.414
H 4.154 3.717 -0.044
*
```

---

4.
The following is a quantum chemistry calculation of a structure of composition C11H15BBaN6O2 in a non-equilibrium geometry, from the Open Molecules 2025 dataset.

As for the frontier orbital gap: 8.5 eV. The LUMO energy is -0.24 eV. For the HOMO energy, the calculation gives -8.77 eV.

```
! wB97M-V def2-TZVPD RIJCOSX def2/J DEFGRID3
* xyz 0 1
H 2.480 0.026 2.289
N 0.982 -0.762 1.019
B -0.513 -2.322 -0.350
N 0.604 -2.069 0.717
C 1.388 -2.939 1.386
Ba 0.194 1.695 0.239
H 1.233 -4.006 1.280
C 2.291 -2.209 2.159
H 3.034 -2.603 2.829
C 2.003 -0.858 1.892
H -0.704 -3.494 -0.502
C -0.195 4.390 -0.810
H -0.220 5.473 -0.653
H -1.122 3.965 -0.386
H -0.178 4.192 -1.885
N -0.042 -1.595 -1.650
N -1.812 -1.617 0.172
N 0.254 -0.226 -1.663
N -1.775 -0.260 0.482
C 0.211 -2.126 -2.862
C -3.064 -2.089 0.356
H 0.053 -3.172 -3.071
H -3.305 -3.129 0.181
C 0.672 -1.113 -3.700
C -3.871 -1.039 0.799
C 0.692 0.053 -2.915
C -3.025 0.088 0.858
H 0.957 -1.209 -4.726
H -4.918 -1.078 1.049
H 1.023 1.042 -3.220
H -3.283 1.112 1.138
H 0.736 4.010 -0.326
O 1.901 4.614 2.092
C 2.307 3.482 2.471
O 1.896 2.324 2.058
H 3.117 3.449 3.255
*
```

---

5.
The following is a quantum chemistry calculation of a structure of composition C20H21N7O2OsS2Se2, from the Open Molecules 2025 dataset.

As for the frontier orbital gap (spin up / spin down): 7.3 / 5.8 eV. As for the energy above the lowest of the compared OMol25 structures with the same formula, charge and spin: 0.00 kcal/mol. Its expectation value of S² is 6.030. The LUMO energy (spin up / spin down) is -0.48 / -2.40 eV. For the HOMO energy (spin up / spin down), the calculation gives -7.80 / -8.23 eV.

```
! wB97M-V def2-TZVPD RIJCOSX def2/J DEFGRID3
* xyz 0 5
Os -0.587 -2.467 -0.993
S -2.345 -3.465 -2.213
C -2.399 -4.678 -0.970
S -1.100 -4.477 0.163
C -3.375 -5.628 -0.854
C -4.398 -5.757 -1.833
N -5.224 -5.881 -2.626
C -3.443 -6.471 0.290
N -3.517 -7.123 1.235
O 1.243 0.654 -0.090
C 2.345 0.851 -0.943
C 2.313 -0.023 -2.215
C 3.446 0.561 -3.092
O 3.619 -0.104 -4.324
C 2.645 -1.511 -2.000
Se 1.768 -2.539 -0.558
C 1.018 0.120 -3.017
Se -0.701 -0.431 -2.219
H 1.280 1.314 0.614
H 3.281 0.648 -0.405
H 2.364 1.903 -1.258
H 4.373 0.558 -2.503
H 3.208 1.595 -3.347
H 3.953 -0.993 -4.173
H 3.710 -1.621 -1.787
H 2.418 -2.063 -2.912
H 1.103 -0.458 -3.935
H 0.864 1.166 -3.287
C -2.812 0.393 0.385
C -1.879 -0.292 1.314
N -1.225 -1.409 1.084
C -0.438 -1.658 2.185
C -0.619 -0.673 3.097
N -1.541 0.193 2.540
C -2.031 1.415 3.131
N -1.554 2.568 2.414
N -2.429 3.425 1.833
N -1.790 4.325 1.204
C -0.440 4.089 1.337
C 0.665 4.777 0.835
C 1.911 4.279 1.143
C 2.070 3.132 1.941
C 0.990 2.440 2.449
C -0.273 2.942 2.128
H -3.115 -0.301 -0.396
H -2.319 1.241 -0.096
H -3.699 0.762 0.900
H 0.186 -2.533 2.235
H -0.196 -0.506 4.073
H -1.714 1.448 4.173
H -3.119 1.460 3.085
H 0.526 5.667 0.237
H 2.797 4.779 0.775
H 3.070 2.789 2.173
H 1.118 1.566 3.076
*
```

---

6.
The following is a quantum chemistry calculation of a cluster of 18 separate species, C4H34BO25 in total in a non-equilibrium geometry, from the Open Molecules 2025 dataset.

As for the frontier orbital gap: 8.6 eV. As for the energy above the lowest of the compared OMol25 structures with the same formula, charge and spin: 94.64 kcal/mol. The LUMO energy is 1.36 eV. For the HOMO energy, the calculation gives -7.28 eV.

```
! wB97M-V def2-TZVPD RIJCOSX def2/J DEFGRID3
* xyz -1 1
O -1.947 1.478 0.849
C -1.138 1.113 -0.022
O -0.474 0.066 0.055
B 0.157 -0.090 -1.282
O -0.343 1.050 -2.079
C -1.101 1.687 -1.316
O -1.231 2.885 -1.567
O -0.071 -1.456 -1.831
C 1.048 -2.005 -1.873
O 1.152 -3.212 -2.215
C 2.080 -1.080 -1.513
O 1.588 0.014 -1.225
O 3.224 -1.324 -1.351
O 0.891 4.348 -1.111
H 0.079 3.824 -1.165
H 1.539 4.046 -1.733
O -4.247 3.080 1.818
H -3.996 2.606 1.079
H -3.456 3.011 2.405
O 3.771 -4.297 -1.920
H 2.948 -4.291 -2.426
H 3.525 -4.341 -0.987
O 0.424 -5.916 -2.068
H 0.504 -4.939 -2.056
H 1.227 -6.260 -1.594
O 5.744 -2.006 -2.418
H 4.841 -1.782 -2.103
H 5.574 -2.684 -3.040
O -1.965 3.064 3.382
H -2.331 3.909 3.716
H -1.180 3.129 2.822
O -1.892 -4.530 -1.620
H -1.684 -5.357 -1.943
H -1.087 -4.365 -1.070
O 2.010 1.795 0.922
H 2.208 0.862 0.936
H 2.436 2.189 0.198
O 0.014 3.655 1.704
H 0.440 3.168 1.023
H 0.400 4.531 1.747
O 3.286 -0.675 1.408
H 3.832 -1.401 1.157
H 2.421 -1.083 1.299
O -4.889 0.492 0.139
H -4.150 -0.085 -0.060
H -5.580 -0.138 0.442
O -2.985 -1.237 -0.622
H -3.538 -2.075 -0.638
H -2.077 -1.401 -0.982
O 0.944 -1.674 1.804
H 1.006 -2.077 2.673
H 0.146 -1.182 1.923
O -4.193 -0.336 2.675
H -4.476 0.264 3.356
H -4.391 0.009 1.768
O -1.219 -0.102 3.014
H -0.526 0.400 3.342
H -1.465 0.481 2.277
O 4.722 1.085 -1.843
H 4.345 0.255 -1.699
H 5.128 1.224 -0.966
O -2.144 4.904 0.250
H -2.162 4.529 -0.625
H -1.691 4.250 0.761
*
```